{"formula": "C26H30Br2N4O8PRb", "method": "the ωB97M-V functional and the def2-TZVPD basis", "e_tot_ev": -199825.330, "gap_ev": 7.21, "largest_force_ev_per_a": 1.545, "total_charge": -2, "lumo_energy_ev": 3.641, "elements": ["Rb", "O", "C", "C", "N", "C", "C", "O", "O", "C", "C", "O", "O", "H", "H", "H", "H", "H", "H", "H", "H", "H", "O", "C", "O", "C", "C", "C", "N", "C", "C", "C", "C", "C", "C", "C", "N", "C", "C", "C", "C", "C", "N", "H", "H", "H", "H", "H", "H", "H", "H", "H", "H", "Br", "C", "Br", "H", "H", "C", "P", "C", "C", "O", "H", "H", "H", "H", "H", "H", "H", "H", "H"], "coordinates": [[0.77, -0.08, 0.35], [0.86, 2.96, -1.64], [2.13, 3.47, -2.00], [3.15, 3.33, -0.88], [3.36, 1.97, -0.45], [3.91, 1.12, -1.50], [2.88, 0.31, -2.31], [3.34, -0.44, -3.19], [1.65, 0.43, -2.01], [4.18, 1.92, 0.76], [4.26, 0.50, 1.39], [5.39, 0.04, 1.58], [3.15, -0.04, 1.64], [1.00, 1.99, -1.62], [2.01, 4.53, -2.23], [2.50, 2.97, -2.91], [2.79, 3.90, -0.01], [4.10, 3.81, -1.22], [4.58, 0.39, -1.06], [4.51, 1.70, -2.22], [3.71, 2.59, 1.50], [5.20, 2.29, 0.58], [-6.47, 0.09, 4.61], [-5.69, -0.89, 4.60], [-5.82, -2.02, 5.11], [-4.38, -0.68, 3.79], [-4.13, 0.52, 3.13], [-2.94, 0.66, 2.41], [-2.02, -0.29, 2.33], [-2.26, -1.44, 2.97], [-3.42, -1.67, 3.70], [-1.18, -2.46, 2.87], [-1.47, -3.82, 2.80], [-0.43, -4.72, 2.67], [0.87, -4.24, 2.64], [1.07, -2.87, 2.74], [0.07, -2.00, 2.85], [-2.65, 1.92, 1.67], [-3.68, 2.68, 1.12], [-3.37, 3.82, 0.40], [-2.04, 4.18, 0.26], [-1.08, 3.36, 0.85], [-1.37, 2.27, 1.54], [-4.86, 1.31, 3.22], [-3.59, -2.60, 4.22], [-2.50, -4.16, 2.81], [-0.62, -5.78, 2.59], [1.72, -4.90, 2.53], [2.06, -2.43, 2.72], [-4.71, 2.35, 1.23], [-4.15, 4.42, -0.05], [-1.73, 5.04, -0.31], [-0.02, 3.59, 0.74], [2.10, -4.82, -1.71], [3.24, -3.24, -1.73], [3.16, -2.20, -0.12], [2.94, -2.61, -2.56], [4.25, -3.61, -1.86], [0.33, -1.87, -3.72], [-0.95, -0.88, -2.92], [-2.52, -1.55, -3.57], [-0.86, 0.77, -3.66], [-0.98, -0.93, -1.43], [0.11, -1.98, -4.78], [0.34, -2.86, -3.25], [1.29, -1.38, -3.59], [-2.54, -1.57, -4.66], [-3.34, -0.94, -3.21], [-2.66, -2.57, -3.19], [-1.36, 0.78, -4.63], [0.18, 1.07, -3.76], [-1.35, 1.48, -2.99]], "mulliken_charge": [0.938, -0.334, -0.729, -0.849, 0.914, -1.315, 0.372, -0.884, -0.155, -0.671, 0.258, -0.786, -0.593, 0.233, 0.472, 0.276, 0.353, 0.266, 0.501, 0.263, 0.375, 0.268, -0.744, 0.571, -0.741, -0.459, -0.925, 0.689, 0.022, 0.716, -1.005, 0.457, -0.919, -0.354, -0.614, -0.434, -0.262, 0.416, -0.814, -0.488, -0.584, 0.033, -0.219, 0.602, 0.597, 0.446, 0.405, 0.406, 0.691, 0.433, 0.397, 0.376, 0.322, -0.222, -0.356, 0.044, 0.053, 0.421, -0.840, 1.034, -1.320, -1.043, -0.633, 0.377, 0.142, 0.187, 0.393, 0.359, 0.357, 0.452, 0.139, 0.267]}

{"formula": "C26H30F3N3O3OsS", "method": "the ωB97M-V functional and the def2-TZVPD basis", "e_tot_ev": -59512.103, "gap_ev": [7.68, 6.11], "largest_force_ev_per_a": 2.322, "multiplicity": 5, "lumo_energy_ev": [0.474, -1.387], "elements": ["Os", "C", "N", "C", "C", "C", "C", "C", "C", "C", "N", "C", "C", "C", "C", "C", "C", "N", "C", "C", "H", "H", "H", "H", "H", "H", "H", "H", "H", "H", "H", "H", "H", "H", "H", "H", "H", "H", "H", "H", "C", "H", "H", "F", "C", "F", "F", "C", "O", "O", "C", "S", "O", "C", "C", "C", "C", "C", "C", "H", "H", "H", "H", "H", "H", "H", "H"], "coordinates": [[-0.35, -0.39, -0.15], [2.81, -0.07, 0.63], [1.67, -0.53, 1.43], [1.92, -1.86, 1.98], [1.39, 0.51, 2.38], [2.02, 0.58, 3.61], [1.96, 1.73, 4.38], [1.33, 2.85, 3.85], [0.65, 2.78, 2.66], [0.58, 1.58, 1.93], [-0.17, 1.40, 0.79], [-1.11, 2.35, 0.41], [-1.88, 3.10, 1.31], [-2.71, 4.11, 0.86], [-2.82, 4.38, -0.50], [-2.15, 3.57, -1.41], [-1.33, 2.55, -0.97], [-0.64, 1.66, -1.86], [0.59, 2.27, -2.33], [-1.46, 1.18, -2.97], [3.65, 0.20, 1.28], [2.53, 0.79, 0.03], [3.13, -0.87, -0.03], [2.95, -1.95, 2.36], [1.79, -2.59, 1.18], [1.21, -2.07, 2.76], [2.60, -0.27, 3.96], [2.47, 1.77, 5.33], [1.38, 3.79, 4.38], [0.20, 3.67, 2.26], [-1.83, 2.87, 2.36], [-3.25, 4.71, 1.57], [-3.42, 5.20, -0.85], [-2.27, 3.75, -2.47], [0.39, 3.12, -2.99], [1.19, 1.53, -2.87], [1.17, 2.61, -1.48], [-1.66, 1.95, -3.72], [-2.41, 0.82, -2.58], [-0.93, 0.35, -3.45], [-1.74, -0.75, 1.31], [-2.38, -0.04, 1.83], [-1.59, -1.66, 1.89], [4.06, -1.92, -2.36], [3.01, -1.44, -3.05], [2.98, -2.08, -4.22], [3.28, -0.15, -3.31], [1.67, -1.60, -2.23], [1.27, -2.75, -2.07], [1.18, -0.53, -1.84], [-2.93, -2.50, -0.98], [-1.08, -2.58, -1.08], [-0.69, -3.55, -0.07], [-1.16, -3.43, -2.68], [-0.86, -4.78, -2.74], [-1.02, -5.46, -3.94], [-1.48, -4.79, -5.06], [-1.76, -3.43, -4.99], [-1.60, -2.75, -3.80], [-3.31, -3.52, -0.99], [-3.31, -1.94, -1.82], [-3.16, -2.00, -0.04], [-0.50, -5.27, -1.85], [-0.79, -6.51, -4.00], [-1.62, -5.32, -6.00], [-2.12, -2.90, -5.87], [-1.83, -1.69, -3.74]], "nbo_charge": [1.094, -0.407, -0.463, -0.421, 0.100, -0.227, -0.229, -0.204, -0.266, 0.215, -0.608, 0.224, -0.257, -0.208, -0.222, -0.225, 0.090, -0.461, -0.411, -0.412, 0.189, 0.216, 0.212, 0.182, 0.233, 0.218, 0.218, 0.215, 0.215, 0.225, 0.227, 0.216, 0.215, 0.215, 0.176, 0.235, 0.210, 0.181, 0.209, 0.211, -0.724, 0.174, 0.174, -0.325, 0.882, -0.318, -0.328, 0.715, -0.659, -0.751, -0.808, 1.392, -0.965, -0.209, -0.198, -0.195, -0.208, -0.206, -0.186, 0.239, 0.221, 0.254, 0.250, 0.220, 0.217, 0.215, 0.205]}

{"formula": "C26H30F8N2O28", "method": "the ωB97M-V functional and the def2-TZVPD basis", "e_tot_ev": -109479.719, "gap_ev": [9.27, 2.06], "largest_force_ev_per_a": 6.230, "total_charge": 1, "multiplicity": 2, "lumo_energy_ev": [-3.112, -10.327], "elements": ["C", "N", "O", "O", "H", "H", "H", "C", "N", "O", "O", "H", "H", "H", "C", "C", "O", "C", "O", "O", "F", "H", "H", "H", "C", "C", "O", "C", "O", "O", "F", "H", "H", "H", "C", "C", "O", "C", "O", "O", "F", "H", "H", "H", "C", "C", "O", "C", "O", "O", "F", "H", "H", "H", "C", "C", "O", "C", "O", "O", "F", "H", "H", "H", "C", "C", "O", "C", "O", "O", "F", "H", "H", "H", "C", "C", "O", "C", "O", "O", "F", "H", "H", "H", "C", "C", "O", "C", "O", "O", "F", "H", "H", "H"], "coordinates": [[-3.60, -0.59, 0.42], [-4.43, -0.89, -0.81], [-4.44, -0.01, -1.63], [-5.10, -1.92, -0.89], [-4.30, -0.27, 1.19], [-2.82, 0.13, 0.18], [-3.26, -1.59, 0.71], [2.22, -4.95, 2.18], [3.55, -5.13, 1.52], [4.14, -6.18, 1.68], [4.10, -4.14, 1.08], [1.81, -3.95, 2.01], [2.26, -5.17, 3.24], [1.54, -5.56, 1.58], [-1.94, 3.41, -2.94], [-3.33, 2.82, -3.50], [-3.37, 3.52, -4.71], [-2.82, 4.72, -4.62], [-3.04, 5.68, -5.32], [-2.03, 4.70, -3.46], [-4.31, 3.30, -2.71], [-1.07, 2.88, -3.33], [-1.83, 3.34, -1.86], [-3.43, 1.75, -3.70], [2.15, -0.96, 5.40], [2.32, -0.88, 6.84], [0.97, -1.02, 7.33], [0.14, -1.39, 6.38], [-1.05, -1.65, 6.47], [0.84, -1.49, 5.27], [2.83, 0.34, 7.00], [2.91, -1.60, 4.96], [2.24, 0.01, 4.91], [3.11, -1.56, 7.17], [0.32, -0.21, 1.66], [0.56, -1.36, 0.61], [0.96, -0.51, -0.45], [0.38, 0.75, -0.40], [0.36, 1.62, -1.27], [0.00, 0.94, 0.79], [-0.52, -2.04, 0.24], [1.25, 0.14, 2.12], [-0.42, -0.36, 2.44], [1.33, -2.08, 0.91], [-3.60, -4.05, -1.82], [-2.70, -4.96, -2.78], [-1.85, -5.49, -1.79], [-1.82, -4.66, -0.66], [-1.07, -4.79, 0.35], [-2.79, -3.81, -0.67], [-1.96, -4.21, -3.57], [-4.56, -4.49, -1.54], [-3.68, -3.20, -2.49], [-3.28, -5.77, -3.23], [1.41, -5.49, -1.75], [1.73, -4.26, -2.54], [2.85, -4.70, -3.25], [3.38, -5.72, -2.64], [4.34, -6.30, -3.08], [2.54, -6.23, -1.70], [2.16, -3.26, -1.71], [0.58, -5.97, -2.27], [1.04, -5.33, -0.73], [1.03, -3.83, -3.25], [-0.87, 4.19, 1.15], [-1.75, 5.33, 0.69], [-3.08, 4.84, 0.88], [-3.01, 3.52, 0.94], [-3.99, 2.71, 0.90], [-1.76, 3.07, 1.04], [-1.61, 5.69, -0.52], [-0.63, 4.37, 2.20], [0.06, 4.02, 0.62], [-1.59, 6.25, 1.25], [2.71, 3.05, -5.42], [1.52, 2.78, -4.42], [0.45, 2.66, -5.38], [0.73, 3.31, -6.59], [-0.12, 3.52, -7.47], [1.98, 3.68, -6.52], [1.37, 3.76, -3.55], [3.20, 2.12, -5.71], [3.41, 3.78, -5.02], [1.64, 1.86, -3.85], [2.63, 4.39, 4.84], [2.50, 4.51, 3.36], [1.44, 3.61, 3.13], [1.34, 2.77, 4.10], [0.67, 1.75, 4.06], [2.03, 3.20, 5.17], [3.60, 4.05, 2.90], [2.02, 5.08, 5.42], [3.66, 4.47, 5.21], [2.44, 5.55, 3.06]], "mulliken_charge": [-0.447, 1.004, -0.578, -0.579, 0.318, -0.047, 0.307, -0.453, 1.018, -0.559, -0.539, -0.061, 0.355, 0.252, 0.754, 0.311, -0.268, 0.644, -0.305, 0.023, -0.240, -0.146, -0.353, 0.442, 0.100, 0.330, -0.333, 0.672, -0.570, -0.267, -0.245, 0.282, -0.185, 0.233, -0.498, 0.614, -0.356, 0.514, -0.603, -0.116, -0.067, 0.188, 0.389, -0.128, -0.573, 0.225, -0.293, 0.634, -0.592, -0.104, -0.280, 0.349, 0.316, 0.362, 0.385, 0.445, -0.358, 0.555, -0.547, -0.332, -0.321, 0.232, -0.388, 0.308, -0.348, 0.244, -0.310, 0.468, -0.595, 0.056, -0.224, 0.278, 0.228, 0.328, -0.424, 0.305, -0.325, 0.657, -0.541, -0.317, -0.292, 0.288, 0.323, 0.367, -0.666, 0.365, -0.187, 0.522, -0.459, -0.349, -0.280, 0.325, 0.339, 0.394]}